C20H28Br2F5N5O4PbTe as an isolated structure, computed with ωB97M-V/def2-TZVPD.

Max |F| ... 0.08468 Eh/bohr
Total charge ... -2
Orbital gap (spin up / spin down) ... 0.103 / 0.103 Ha
Electronic energy ... -7461.95942 hartree

Each line ends with the Löwdin charge.
Cartesian coordinates (Å):
1 Pb 0.09788 -0.59586 0.84574  1.40
2 N 2.45583 -1.26934 1.93792  -0.07
3 C 3.32103 -1.99444 1.00351  -0.19
4 C 2.53836 -2.99845 0.15562  -0.58
5 O 3.11197 -3.97100 -0.32110  -0.03
6 N 1.23459 -2.65435 -0.04386  -0.11
7 C 0.33692 -3.57983 -0.55307  -0.20
8 C -0.85529 -3.85720 0.55010  -0.69
9 O -1.08142 -5.04618 0.75613  -0.04
10 O -1.36763 -2.81100 0.99456  -0.25
11 H 2.08688 -1.90245 2.64301  0.08
12 H 2.98453 -0.54548 2.44556  0.03
13 H 3.78730 -1.27495 0.32359  0.10
14 H 4.12356 -2.54795 1.49400  0.11
15 H -0.22552 -3.16376 -1.39569  0.10
16 H 0.78867 -4.53612 -0.78922  0.09
17 N -1.22202 1.92998 1.40234  -0.05
18 C -1.01799 3.07396 0.50894  -0.27
19 C 0.41043 3.60968 0.60857  -0.19
20 C 1.48545 2.73031 -0.03472  -0.23
21 N 1.73323 1.48603 0.71973  -0.05
22 H -2.20204 1.67987 1.45319  0.05
23 H -0.91502 2.15048 2.35397  0.02
24 H -1.70542 3.89717 0.74361  0.10
25 H -1.21550 2.75096 -0.51915  0.11
26 H 0.64568 3.74927 1.67162  0.10
27 H 0.45055 4.58735 0.12400  0.11
28 H 2.40403 3.32134 -0.10726  0.11
29 H 1.17551 2.45783 -1.04358  0.09
30 H 1.83695 1.70334 1.69778  0.00
31 H 2.60767 1.06745 0.42472  0.07
32 Br -4.69827 -2.57949 1.46113  0.60
33 C -4.19319 -1.80626 3.15208  -1.03
34 Br -2.44793 -0.96931 3.26253  0.73
35 H -4.21300 -2.60440 3.87994  -0.01
36 H -4.92816 -1.04782 3.37360  -0.02
37 F 2.19270 -0.35103 5.17411  -0.43
38 Te 1.23945 1.08966 4.30938  1.91
39 F -0.00699 2.70389 4.11029  -0.46
40 F 0.29578 0.95238 5.96265  -0.43
41 F 2.25350 2.39089 5.41869  -0.43
42 F 3.22380 1.09377 3.35547  -0.47
43 O 0.05051 -0.02740 3.45401  -0.81
44 C -4.32693 -0.93721 -3.03046  -0.14
45 C -3.22046 -1.09913 -3.86021  -0.12
46 C -1.94285 -0.81497 -3.40513  -0.05
47 C -1.71482 -0.35471 -2.08702  -0.32
48 C -2.84413 -0.23458 -1.25592  -0.05
49 C -4.12038 -0.51128 -1.72374  -0.13
50 N -0.45023 -0.09501 -1.58958  -0.06
51 C 0.53593 0.40589 -2.41030  -0.34
52 C 1.89076 0.09731 -2.15290  -0.07
53 C 2.91774 0.64210 -2.90826  -0.11
54 C 2.65191 1.51910 -3.95290  -0.15
55 C 1.32454 1.85060 -4.21893  -0.13
56 C 0.28939 1.31532 -3.46835  -0.06
57 H -5.32623 -1.15816 -3.38943  0.08
58 H -3.35530 -1.45535 -4.87617  0.09
59 H -1.09266 -0.96980 -4.05750  0.11
60 H -2.69135 0.07877 -0.22688  0.07
61 H -4.96759 -0.40165 -1.05556  0.08
62 H 2.10208 -0.61681 -1.36172  0.07
63 H 3.94524 0.37290 -2.68282  0.09
64 H 3.45673 1.92467 -4.55431  0.08
65 H 1.09470 2.54754 -5.01801  0.09
66 H -0.73351 1.60290 -3.67835  0.10